No. 1
# C51H26Cl5FI6LuN4

A structure of composition C51H26Cl5FI6LuN4 in a non-equilibrium geometry (ωB97M-V with the def2-TZVPD basis set, OMol25).

```
! RIJCOSX wB97M-V def2-TZVPD def2/J DEFGRID3
* xyz -1 1
Lu -0.004 -0.196 -0.545
I -4.180 7.137 5.073
C -3.307 5.552 4.048
C -3.145 4.329 4.681
C -2.559 3.278 3.993
C -2.133 3.428 2.677
C -2.306 4.664 2.063
C -2.890 5.727 2.736
C -1.488 2.302 1.939
C -0.122 2.430 1.658
C 0.701 3.511 2.141
C 1.968 3.254 1.738
C 1.930 2.002 1.023
C 3.068 1.313 0.578
C 4.343 2.086 0.553
C 4.452 3.203 -0.272
C 5.618 3.953 -0.317
C 6.690 3.584 0.481
I 8.439 4.701 0.427
C 6.605 2.479 1.316
C 5.432 1.738 1.345
C 3.113 -0.036 0.225
N 2.060 -0.904 0.283
C 2.541 -2.121 -0.080
C 1.792 -3.294 -0.224
C 2.533 -4.545 -0.554
C 3.445 -5.100 0.338
C 4.132 -6.265 0.028
C 3.905 -6.885 -1.192
I 4.925 -8.632 -1.667
C 3.003 -6.349 -2.100
C 2.326 -5.183 -1.774
C 0.405 -3.390 -0.093
C -0.356 -4.617 -0.193
C -1.645 -4.294 0.051
C -1.683 -2.872 0.311
N -0.427 -2.352 0.201
C -2.827 -2.173 0.688
C -2.874 -0.834 1.082
C -4.040 -0.206 1.666
C -3.666 1.038 2.033
C -2.268 1.176 1.667
N -1.837 0.040 1.056
C -4.115 -2.933 0.692
C -4.891 -2.958 -0.462
C -6.091 -3.654 -0.493
C -6.514 -4.328 0.643
I -8.312 -5.375 0.609
C -5.755 -4.314 1.804
C -4.556 -3.615 1.820
C 3.951 -2.025 -0.392
C 4.300 -0.733 -0.219
N 0.646 1.545 0.961
H -3.466 4.194 5.705
H -2.426 2.321 4.483
H -1.982 4.796 1.038
H -3.021 6.679 2.240
H 0.361 4.342 2.736
H 2.853 3.833 1.947
H 3.611 3.479 -0.896
H 5.686 4.811 -0.971
H 7.442 2.200 1.941
H 5.356 0.879 2.000
H 3.614 -4.612 1.290
H 4.835 -6.685 0.734
H 2.833 -6.826 -3.055
H 1.632 -4.747 -2.482
H 0.045 -5.594 -0.405
H -2.497 -4.953 0.068
H -5.008 -0.666 1.783
H -4.272 1.794 2.503
H -4.539 -2.420 -1.335
H -6.688 -3.668 -1.394
H -6.092 -4.843 2.686
H -3.951 -3.597 2.718
H 4.576 -2.831 -0.737
H 5.263 -0.287 -0.399
Cl -3.460 3.034 -4.857
C -1.785 2.627 -4.720
C -1.139 2.784 -3.496
C 0.214 2.464 -3.437
Cl 1.032 2.581 -1.920
C 0.913 1.994 -4.539
Cl 2.581 1.605 -4.413
C 0.242 1.834 -5.747
Cl 1.088 1.250 -7.130
C -1.110 2.150 -5.837
Cl -1.939 1.950 -7.335
I -1.566 5.409 -2.062
C -1.865 3.285 -2.302
I -2.285 -0.447 -2.461
H -2.937 3.165 -2.388
H -1.528 2.836 -1.373
F 1.045 -0.407 -2.232
*
```

Kohn-Sham gap, eV: 5.75
Energy above the lowest of the compared OMol25 structures with the same formula, charge and spin, kcal/mol: 0.00
Max |F|, eV/A: 1.2
LUMO energy, eV: 0.91

---

No. 2
# C51H38Cl3F15GeN2O2P2PdSSi2

A structure of composition C51H38Cl3F15GeN2O2P2PdSSi2 in a non-equilibrium geometry (ωB97M-V with the def2-TZVPD basis set, OMol25).

```
! RIJCOSX wB97M-V def2-TZVPD def2/J DEFGRID3
* xyz -2 1
Pd -0.209 -0.465 0.339
C -1.959 -4.826 -1.242
Si -2.694 -3.531 -0.094
C -4.568 -3.697 -0.302
C -2.388 -3.975 1.696
N -2.011 -2.015 -0.549
P -2.774 -0.617 -0.410
C -1.572 0.591 -0.702
P -1.479 2.306 -0.423
N -0.067 2.946 -0.217
Si 1.013 3.031 1.090
C 2.622 3.579 0.308
C 1.101 1.472 2.192
C 0.523 4.444 2.254
C -2.576 2.892 0.952
C -3.209 4.139 0.929
C -3.761 4.678 2.086
C -3.691 3.984 3.288
C -3.074 2.740 3.324
C -2.520 2.207 2.166
C -2.138 3.214 -1.880
C -1.780 4.555 -2.035
C -2.280 5.303 -3.094
C -3.130 4.716 -4.026
C -3.449 3.370 -3.909
C -2.944 2.626 -2.846
C -4.133 -0.469 -1.647
C -4.049 -1.293 -2.769
C -4.993 -1.208 -3.787
C -6.032 -0.290 -3.699
C -6.100 0.569 -2.608
C -5.147 0.489 -1.599
C -3.670 -0.615 1.221
C -5.054 -0.549 1.400
C -5.620 -0.678 2.667
C -4.816 -0.882 3.777
C -3.439 -0.975 3.616
C -2.880 -0.854 2.355
H -1.869 -5.794 -0.722
H -0.962 -4.523 -1.584
H -2.597 -4.975 -2.125
H -4.844 -4.760 -0.234
H -4.922 -3.322 -1.268
H -5.106 -3.157 0.485
H -2.203 -5.050 1.829
H -3.243 -3.690 2.323
H -1.509 -3.435 2.058
H 2.916 2.857 -0.460
H 3.440 3.690 1.034
H 2.459 4.553 -0.179
H 0.399 0.720 1.772
H 0.783 1.667 3.223
H 2.078 0.994 2.204
H 0.234 5.326 1.660
H 1.365 4.731 2.909
H -0.332 4.171 2.890
H -3.265 4.695 0.001
H -4.234 5.654 2.053
H -4.109 4.414 4.192
H -3.003 2.191 4.258
H -2.019 1.255 2.202
H -1.086 4.985 -1.319
H -2.001 6.347 -3.201
H -3.519 5.302 -4.850
H -4.083 2.889 -4.647
H -3.148 1.572 -2.780
H -3.225 -1.998 -2.823
H -4.917 -1.860 -4.650
H -6.778 -0.229 -4.484
H -6.889 1.311 -2.548
H -5.178 1.200 -0.780
H -5.709 -0.427 0.551
H -6.698 -0.632 2.779
H -5.262 -0.994 4.760
H -2.800 -1.161 4.474
H -1.814 -0.984 2.237
F 4.385 1.358 1.887
C 4.913 0.183 2.231
C 4.974 -0.854 1.319
C 5.537 -2.029 1.804
F 5.678 -3.120 1.046
C 6.009 -2.157 3.093
F 6.563 -3.301 3.508
C 5.913 -1.098 3.965
F 6.355 -1.215 5.215
C 5.365 0.084 3.530
F 5.276 1.120 4.371
Ge 3.960 -0.769 -0.434
S 1.942 -0.333 -0.990
C 5.027 0.570 -1.579
C 5.978 1.490 -1.172
F 6.423 1.533 0.095
C 6.578 2.386 -2.032
F 7.499 3.253 -1.590
C 6.253 2.371 -3.367
F 6.842 3.219 -4.210
C 5.342 1.452 -3.831
F 5.065 1.403 -5.137
C 4.748 0.581 -2.941
F 3.897 -0.301 -3.478
C 4.685 -2.404 -1.383
C 6.019 -2.539 -1.726
F 6.948 -1.687 -1.264
C 6.491 -3.581 -2.496
F 7.789 -3.682 -2.802
C 5.612 -4.540 -2.947
F 6.054 -5.555 -3.691
C 4.283 -4.460 -2.609
F 3.441 -5.403 -3.043
C 3.840 -3.407 -1.831
F 2.546 -3.405 -1.517
Cl 3.011 -4.993 2.529
C 1.439 -4.211 2.266
Cl 0.616 -5.024 0.923
Cl 0.480 -4.393 3.762
C 1.587 -2.663 1.889
O 2.733 -2.312 1.636
O 0.502 -2.009 1.941
*
```

Kohn-Sham gap (spin up / spin down), eV: 6.31 / 6.22
Energy above the lowest of the compared OMol25 structures with the same formula, charge and spin, kcal/mol: 28.46
Max |F|, eV/A: 1.8
LUMO energy (spin up / spin down), eV: 3.70 / 3.62

---

> The lowest max |F| belongs to which entry?

C51H26Cl5FI6LuN4

---

> Look up the max |F| of the first one.

1.2 eV/A

---

> What is the formula in the second record?

C51H38Cl3F15GeN2O2P2PdSSi2

---

> Which of these has the highest max |F|?

C51H38Cl3F15GeN2O2P2PdSSi2